The following is a quantum chemistry calculation of an isolated ion of composition C3H8NO2 and charge +1, from the Open Molecules 2025 dataset.

Last column: natural (NBO) charge in e.
Atoms and positions in Å:
C  -1.3447  -0.5907  0.3438  -0.138
C  -0.1435  0.2584  0.1339  0.625
C  1.5807  -1.2272  -0.3795  -0.258
N  -0.4256  1.7304  0.2696  -0.722
O  -1.0369  -0.2990  -1.0410  -0.486
O  1.1342  -0.0427  0.2691  -0.486
H  -1.0444  -1.5752  0.5234  0.216
H  -2.2683  -0.2135  0.5773  0.207
H  1.7682  -0.8680  -1.3933  0.207
H  0.7484  -2.0232  -0.4113  0.199
H  2.5062  -1.6106  0.0050  0.232
H  0.2231  2.2544  1.0566  0.479
H  -1.3841  1.8679  0.6144  0.455
H  -0.3133  2.3389  -0.5681  0.469

Its total energy is -8816.0199 eV. The spin multiplicity is 1. The calculation puts the relative energy (zero: lowest compared OMol25 entry of this formula, charge and spin) at 90.69 kcal per mole. The SMILES is CO[C@]1([NH3+])CO1. The total charge is +1. For the HOMO energy, the calculation gives -14.894 eV. The calculation puts the HOMO-LUMO gap at 10.85 eV.

The following is a quantum chemistry calculation of an isolated ion of composition C3H5N2O2S and charge +1, from the Open Molecules 2025 dataset.

Last column: natural (NBO) charge in e.
Atoms and positions in Å:
C  -2.9969  -0.0201  0.4421  -0.107
C  -0.8577  -1.2034  0.1672  0.287
C  1.0586  0.2004  -0.3104  0.946
N  -1.7300  -0.3096  0.0107  -0.401
N  0.5191  -0.9522  0.0990  -0.580
O  0.2895  1.1792  -0.6368  -0.553
O  2.3226  0.1700  -0.5103  -0.563
S  -4.3783  0.4498  -0.4102  0.029
H  -2.9932  -0.1693  1.5072  0.211
H  -1.1122  -2.2966  0.0916  0.211
H  1.0908  -1.7228  0.5154  0.470
H  0.7807  1.8719  -1.1749  0.534
H  2.6439  0.9954  -0.7874  0.517

Its total energy is -21093.3895 eV. The spin multiplicity is 1. The calculation puts the relative energy (zero: lowest compared OMol25 entry of this formula, charge and spin) at 0.00 kcal per mole. The SMILES is OC(O)=[NH+]/C=N/C=S. The total charge is +1. For the HOMO energy, the calculation gives -11.780 eV. The calculation puts the HOMO-LUMO gap at 6.99 eV.

The following is a quantum chemistry calculation of an isolated ion of composition C9H13N4O and charge +1, from the Open Molecules 2025 dataset.

Last column: natural (NBO) charge in e.
Atoms and positions in Å:
C  1.2129  -2.1446  0.1225  -0.193
C  2.0843  -1.9018  1.1034  -0.031
C  1.4166  0.2602  1.4361  0.092
C  -1.1880  -1.6031  -0.0005  0.588
C  -2.2311  -0.5324  0.3694  -0.351
C  1.5119  0.7387  -1.0615  -0.222
C  -0.5691  1.2516  0.2708  -0.227
C  0.2184  -1.1088  -0.3329  -0.068
C  0.6233  0.3030  0.1543  -0.155
N  2.0972  -0.7259  1.8300  -0.365
N  0.8113  0.2193  -2.2085  -0.427
N  0.1616  -0.9769  -1.8154  -0.455
N  -1.6341  0.6156  1.0885  -0.490
O  -1.5158  -2.7484  -0.0870  -0.455
H  1.1466  -3.1064  -0.3583  0.244
H  2.8058  -2.6315  1.4344  0.229
H  1.4459  1.1611  2.0368  0.190
H  -2.6902  -0.1833  -0.5601  0.261
H  -3.0041  -1.0114  0.9745  0.268
H  1.6564  1.8147  -1.1243  0.228
H  2.4866  0.2491  -0.9816  0.227
H  -0.2531  2.1866  0.7406  0.246
H  -0.9928  1.4774  -0.7121  0.234
H  0.1163  0.8715  -2.5686  0.350
H  0.5981  -1.7766  -2.2652  0.388
H  -2.3658  1.2969  1.3256  0.451
H  -1.2159  0.2851  1.9703  0.442

Its total energy is -17543.0090 eV. The spin multiplicity is 1. The calculation puts the relative energy (zero: lowest compared OMol25 entry of this formula, charge and spin) at 46.41 kcal per mole. The SMILES is O=C1C[NH2+]C[C@@]23C=NC=C[C@@]12NNC3. The total charge is +1. For the HOMO energy, the calculation gives -12.599 eV. The calculation puts the HOMO-LUMO gap at 8.76 eV.

The following is a quantum chemistry calculation of C29H51F3N3NaO11S5 as an isolated structure, from the Open Molecules 2025 dataset.

Last column: Mulliken charge in e.
Atoms and positions in Å:
Na  3.6364  -0.6227  -0.0401  1.175
C  -0.3498  -0.6087  -0.1327  -0.139
F  -0.9068  0.1972  -1.0332  0.281
F  -1.3049  -0.6185  0.8013  0.091
F  -0.0154  -1.8585  -0.6021  -0.172
S  1.3410  0.1165  0.5225  1.168
O  1.0679  1.4096  1.1351  -1.217
O  1.9051  -0.8719  1.5274  -1.321
O  2.2001  0.2283  -0.6480  0.076
C  0.3637  1.5801  3.6628  -1.393
C  -0.3660  0.4258  2.9471  1.710
C  -1.8801  0.1761  3.2408  -0.023
C  -2.1532  -0.0505  4.7283  -0.040
N  -2.3936  -0.3278  5.8183  -0.512
H  0.5795  1.4215  4.7194  0.457
H  -0.1845  2.4825  3.3922  0.123
H  1.3470  1.8027  3.2485  1.093
H  0.2692  -0.4543  3.0477  -0.208
H  -0.4032  0.7437  1.9051  -1.088
H  -2.1378  -0.7417  2.7123  0.122
H  -2.3834  1.0547  2.8371  0.391
C  1.5707  -3.7085  4.1964  -1.163
C  1.4438  -4.2745  2.7291  -0.457
C  1.4522  -3.2384  1.6266  1.489
C  1.1380  -3.7039  0.3158  0.011
N  0.9373  -4.1835  -0.7732  -0.652
H  2.6098  -3.4173  4.3499  0.310
H  1.3107  -4.4624  4.9395  0.411
H  0.9570  -2.8226  4.3601  0.181
H  0.4474  -4.6984  2.6038  0.262
H  2.2940  -4.9165  2.4988  0.421
H  2.4495  -2.8001  1.5883  0.386
H  0.7179  -2.4355  1.6900  -0.910
C  1.5518  1.9051  -2.7868  0.047
C  0.9461  0.4564  -3.0263  0.501
C  2.1246  -0.6552  -3.1461  -0.409
S  3.7242  0.3159  -2.8808  1.010
O  4.4088  0.7144  -4.1288  -0.811
O  4.4659  -0.2810  -1.7679  -0.779
C  3.0383  1.8779  -2.2207  0.482
H  0.9997  2.6495  -2.2131  -0.558
H  1.6536  2.4270  -3.7383  0.509
H  0.2402  0.3695  -3.8523  1.025
H  0.3383  0.3119  -2.1331  -1.100
H  2.1159  -1.4342  -3.9085  0.604
H  2.0294  -1.2947  -2.2685  -0.181
H  3.6701  2.7621  -2.3057  0.761
H  2.9635  1.6900  -1.1497  -2.102
C  2.2050  3.2904  2.3368  0.975
C  2.4440  4.1867  1.0558  -0.611
C  2.8111  3.1796  -0.0591  1.849
S  4.1175  2.0982  0.7714  1.215
O  5.3011  2.8935  0.9248  -0.839
O  4.1803  0.7439  0.2041  -0.719
C  3.2592  2.2226  2.4057  -0.202
H  1.2644  2.7499  2.4432  -2.333
H  2.1305  3.9831  3.1751  0.505
H  3.2275  4.9388  1.1479  0.357
H  1.5479  4.7570  0.8111  -0.207
H  3.2955  3.5221  -0.9735  0.675
H  2.0358  2.4586  -0.3184  -1.725
H  4.0100  2.2981  3.1923  0.591
H  2.6844  1.3188  2.6082  0.312
C  -4.1645  1.6000  -1.3660  -0.773
C  -5.1679  0.9502  -2.4648  -0.822
C  -4.4855  -0.4054  -2.7559  -0.659
S  -2.5924  -0.0236  -2.9860  1.079
O  -2.4905  0.6627  -4.3211  -0.807
O  -1.7703  -1.2177  -2.5450  -0.139
C  -2.6442  1.3243  -1.7186  1.699
H  -4.3243  1.1851  -0.3708  0.355
H  -4.3425  2.6711  -1.2703  0.368
H  -5.2394  1.3903  -3.4594  0.310
H  -6.1780  0.8309  -2.0728  0.444
H  -4.7282  -0.9963  -3.6391  0.621
H  -4.6467  -0.8958  -1.7959  0.162
H  -1.9858  2.0815  -2.1442  -0.454
H  -2.2353  0.8055  -0.8515  -1.156
C  -2.2704  -4.4046  0.6790  -0.602
C  -2.2740  -5.8200  0.0116  -0.705
C  -2.8510  -5.5783  -1.4186  -0.912
S  -2.1986  -3.9882  -2.0822  1.104
O  -3.1598  -3.2574  -2.8895  -0.665
O  -0.8832  -4.4405  -2.6361  -0.642
C  -2.0530  -3.2615  -0.4059  0.054
H  -1.4378  -4.2476  1.3648  -0.072
H  -3.2313  -4.1955  1.1490  0.446
H  -3.0297  -6.3795  0.5630  0.406
H  -1.3322  -6.3618  0.0991  0.331
H  -3.8626  -5.1817  -1.3325  0.396
H  -2.8541  -6.4245  -2.1056  0.459
H  -2.9381  -2.6254  -0.4182  0.820
H  -1.2323  -2.5524  -0.2981  -0.664
N  -0.5456  3.7955  -1.8844  -0.139
C  -0.2957  2.9568  -0.7948  0.652
C  -0.0611  3.8218  0.2530  -1.182
C  0.0820  5.1259  -0.2890  -0.878
C  -0.2345  5.0552  -1.6027  -1.417
H  -0.8660  3.5108  -2.7990  0.253
H  -0.3538  1.8784  -0.8064  0.703
H  0.1868  3.5065  1.2557  1.300
H  0.4947  5.9269  0.3064  0.570
H  -0.1475  5.8997  -2.2702  0.447

Its total energy is -124617.5708 eV. The spin multiplicity is 1. For the HOMO energy, the calculation gives -8.965 eV. The calculation puts the HOMO-LUMO gap at 8.92 eV.

The following is a quantum chemistry calculation of a 4-piece molecular cluster, C2H13NO4 overall, from the Open Molecules 2025 dataset.

Last column: natural (NBO) charge in e.
Atoms and positions in Å:
C  -1.8526  0.2817  -3.6010  -0.443
N  -1.5512  0.4161  -2.1536  -0.644
C  -1.0564  -0.7847  -1.5639  -0.020
O  0.1734  -1.3258  -2.0485  -0.806
H  -2.8788  -0.0417  -3.7325  0.183
H  -1.6411  1.2210  -4.1158  0.184
H  -1.1716  -0.4321  -4.0756  0.182
H  -0.9611  1.2315  -2.0784  0.353
H  -1.7998  -1.5448  -1.7995  0.141
H  -0.9892  -0.6745  -0.4839  0.181
H  0.6386  -0.5800  -2.4496  0.442
H  3.1286  2.2753  5.1507  0.451
H  2.4757  1.1154  4.4787  0.469
O  3.2521  1.3311  4.9992  -0.969
H  2.3190  -0.8280  0.3598  0.386
H  1.4853  -1.5886  1.3418  0.338
O  1.6861  -0.6689  1.0898  -1.288
H  -1.1216  -0.0458  3.8492  0.432
H  0.3114  0.0632  3.2632  0.460
O  -0.4469  0.5796  3.5699  -1.033

Its total energy is -11963.3318 eV. The spin multiplicity is 2. The calculation puts the relative energy (zero: lowest compared OMol25 entry of this formula, charge and spin) at 12.01 kcal per mole. As for the expectation value of S²: 0.750. The total charge is -1. For the HOMO energy (alpha / beta), the calculation gives 0.825 / -6.560 eV. The calculation puts the HOMO-LUMO gap (alpha / beta) at 2.57 / 9.87 eV.

The following is a quantum chemistry calculation of one molecule with the formula C16H23N3O4S, from the Open Molecules 2025 dataset.

Last column: natural (NBO) charge in e.
Atoms and positions in Å:
C  6.0278  -0.9653  0.5138  -0.632
C  4.6135  -0.5936  0.8360  0.018
C  4.0398  -0.9678  2.0480  -0.227
C  2.7399  -0.6067  2.3527  -0.178
C  2.0147  0.1322  1.4376  -0.285
C  2.5597  0.5191  0.2289  -0.182
C  3.8605  0.1512  -0.0668  -0.211
H  4.2957  0.4422  -1.0111  0.216
H  1.9536  1.0753  -0.4671  0.260
S  0.3444  0.5703  1.8728  2.287
O  0.3059  1.0105  3.2368  -0.939
O  -0.2396  1.4536  0.8995  -0.954
N  -0.4433  -0.9512  1.8689  -0.643
C  -0.4164  -1.5805  0.5646  0.078
N  -1.4693  -0.9208  -0.2087  -0.487
C  -1.0054  -0.0983  -1.2291  0.841
O  0.1592  -0.1278  -1.5893  -0.683
N  -1.9138  0.6954  -1.8575  -0.467
C  -1.4259  1.7400  -2.7363  -0.243
H  -0.3548  1.8531  -2.5768  0.246
H  -1.6134  1.4702  -3.7839  0.187
C  -2.1696  3.0309  -2.3896  -0.079
O  -3.5669  2.8691  -2.5285  -0.523
C  -4.0457  1.8407  -1.6957  -0.073
H  -5.1170  1.7638  -1.8914  0.195
C  -3.3390  0.5138  -2.0030  -0.241
H  -3.7059  -0.2868  -1.3678  0.219
H  -3.5463  0.2500  -3.0510  0.194
H  -3.8857  2.1094  -0.6399  0.163
H  -1.8910  3.8367  -3.0700  0.196
H  -1.9237  3.3166  -1.3565  0.174
C  -2.4820  -0.4775  0.7433  -0.249
H  -2.6892  0.5840  0.6050  0.225
H  -3.4027  -1.0589  0.6307  0.195
C  -1.8521  -0.7260  2.1334  -0.264
H  -1.9498  0.1286  2.8012  0.242
H  -2.2710  -1.6107  2.6173  0.211
C  -0.6625  -3.0824  0.6607  -0.611
H  -0.5778  -3.5197  -0.3299  0.225
H  0.0813  -3.5261  1.3158  0.219
H  -1.6528  -3.2905  1.0540  0.202
H  0.5503  -1.3950  0.0877  0.261
H  2.2749  -0.8777  3.2867  0.238
H  4.6165  -1.5454  2.7555  0.215
H  6.6902  -0.1312  0.7462  0.227
H  6.3488  -1.8246  1.0968  0.218
H  6.1360  -1.1922  -0.5440  0.222

Its total energy is -40460.7322 eV. The spin multiplicity is 1. The calculation puts the relative energy (zero: lowest compared OMol25 entry of this formula, charge and spin) at 26.07 kcal per mole. The SMILES is Cc1ccc(S(=O)(=O)N2CCN(C(=O)N3CCOCC3)[C@@H]2C)cc1. For the HOMO energy, the calculation gives -8.908 eV. The calculation puts the HOMO-LUMO gap at 9.60 eV.

The following is a quantum chemistry calculation of CHFO2S as an isolated structure, from the Open Molecules 2025 dataset.

Last column: natural (NBO) charge in e.
Atoms and positions in Å:
C  1.1160  0.3996  0.0999  1.033
O  1.9840  -0.3054  0.2507  -0.477
O  0.4438  1.1926  -0.2890  -0.535
F  -1.4835  -0.6787  1.2657  -0.491
S  -1.1877  -1.0751  -0.2994  0.277
H  -0.8726  0.4670  -1.0279  0.193

Its total energy is -18698.5653 eV. The spin multiplicity is 1. The calculation puts the relative energy (zero: lowest compared OMol25 entry of this formula, charge and spin) at 39.26 kcal per mole. For the HOMO energy, the calculation gives -9.675 eV. The calculation puts the HOMO-LUMO gap at 9.65 eV.

Record order is preserved below.
Strongest force on any atom: 4.0, 3.4, 1.2, 20.0, 1.5, 1.2, 7.5 eV/A